1.
Below is 6 unconnected molecules or ions with the total composition C45H53F4N2O2 in a non-equilibrium geometry, with properties calculated with ωB97M-V/def2-TZVPD.

Last column: Mulliken charge in e.
Atoms and positions in Å:
C (0.7733, 2.6905, -2.0051)  -1.29
C (-0.3689, 1.6050, -2.2596)  0.68
F (-0.8184, 1.1908, -0.9894)  -0.37
C (-1.5184, 2.1104, -3.2264)  -1.24
N (-2.8372, 2.2617, -2.5846)  0.37
C (-3.5300, 1.0977, -2.2566)  -0.64
C (-4.8359, 1.0672, -1.6520)  0.16
C (-5.4436, -0.3446, -1.3249)  -1.19
C (-6.7767, -0.5274, -2.1519)  -0.13
O (-7.8361, -0.7424, -1.2110)  -0.57
C (-6.7142, -1.6862, -3.2010)  0.70
F (-7.9410, -1.7061, -3.8534)  -0.28
F (-5.7525, -1.4547, -4.1536)  -0.23
F (-6.5593, -2.9221, -2.6376)  -0.24
C (-5.5273, 2.3637, -1.3696)  1.00
C (-6.9348, 2.3610, -0.7120)  0.32
C (-7.5859, 3.7849, -0.5071)  -0.97
N (-6.9283, 4.6373, 0.5008)  -0.52
C (-4.7709, 3.5793, -1.7214)  -0.43
C (-3.4327, 3.4890, -2.3327)  0.51
C (-2.7398, 4.8348, -2.7026)  -0.68
C (-3.7987, 5.9414, -3.1212)  -0.66
O (-4.6149, 5.4726, -4.2162)  -0.54
H (0.8791, 3.4155, -2.8473)  0.34
H (0.5489, 3.1853, -1.0174)  0.32
H (1.7143, 2.0971, -1.8200)  0.37
H (0.1602, 0.7602, -2.7890)  0.32
H (-1.1494, 3.0159, -3.7597)  0.39
H (-1.6422, 1.3164, -4.0195)  0.43
H (-3.0246, 0.1322, -2.4771)  0.30
H (-5.5771, -0.3915, -0.2150)  0.42
H (-4.6569, -1.1071, -1.5909)  0.48
H (-6.9791, 0.4419, -2.6833)  0.39
H (-8.6486, -0.5339, -1.7171)  0.38
H (-6.8422, 1.8376, 0.2877)  0.29
H (-7.6817, 1.7466, -1.2925)  0.06
H (-7.7427, 4.3076, -1.4956)  0.36
H (-8.6323, 3.5932, -0.1201)  0.37
H (-6.4631, 4.0995, 1.2295)  0.25
H (-6.3236, 5.3446, 0.0919)  0.28
H (-5.2787, 4.5440, -1.5221)  -0.24
H (-2.0200, 4.7730, -3.5539)  0.34
H (-2.2165, 5.2711, -1.8016)  0.27
H (-3.2556, 6.8487, -3.5127)  0.45
H (-4.4222, 6.2871, -2.2496)  0.33
H (-5.2433, 6.1888, -4.4345)  0.31
C (-7.0428, 9.4287, -7.2185)  -0.40
C (-6.0429, 8.6264, -6.6824)  -0.34
C (-5.6257, 7.4874, -7.3614)  -0.25
C (-6.2021, 7.1561, -8.5819)  -0.50
C (-7.1990, 7.9604, -9.1193)  -0.32
C (-7.6226, 9.0943, -8.4360)  -0.40
H (-7.3702, 10.3149, -6.6875)  0.36
H (-5.5884, 8.8894, -5.7329)  0.35
H (-4.8496, 6.8576, -6.9398)  0.44
H (-5.8736, 6.2708, -9.1138)  0.36
H (-7.6473, 7.7031, -10.0719)  0.36
H (-8.4039, 9.7183, -8.8533)  0.36
C (1.5186, -0.1954, 1.9854)  -0.73
C (2.5098, -1.0079, 2.5217)  -0.17
C (2.9397, -2.1319, 1.8268)  -0.39
C (2.3851, -2.4387, 0.5902)  -0.32
C (1.3962, -1.6242, 0.0517)  -0.66
C (0.9590, -0.5044, 0.7505)  -0.10
H (1.1814, 0.6795, 2.5297)  0.36
H (2.9476, -0.7650, 3.4832)  0.31
H (3.7086, -2.7690, 2.2489)  0.39
H (2.7241, -3.3130, 0.0461)  0.42
H (0.9645, -1.8633, -0.9145)  0.34
H (0.1838, 0.1274, 0.3317)  0.56
C (4.8236, -5.5461, 3.6391)  -0.39
C (5.8152, -6.3579, 4.1763)  -0.47
C (6.2454, -7.4821, 3.4821)  -0.10
C (5.6904, -7.7893, 2.2453)  -0.58
C (4.7015, -6.9756, 1.7065)  -0.38
C (4.2649, -5.8564, 2.4050)  -0.35
H (4.4856, -4.6708, 4.1828)  0.46
H (6.2527, -6.1144, 5.1378)  0.36
H (7.0146, -8.1188, 3.9043)  0.35
H (6.0294, -8.6635, 1.7018)  0.37
H (4.2699, -7.2145, 0.7412)  0.37
H (3.4892, -5.2247, 1.9869)  0.35
C (4.8356, -0.1984, 5.8688)  -0.22
C (5.9758, -0.1740, 5.0748)  -0.33
C (6.9500, 0.7938, 5.2867)  -0.42
C (6.7882, 1.7316, 6.2995)  -0.37
C (5.6496, 1.7048, 7.0959)  -0.37
C (4.6712, 0.7427, 6.8781)  -0.49
H (4.0740, -0.9519, 5.7013)  0.42
H (6.1051, -0.9100, 4.2890)  0.37
H (7.8361, 0.8168, 4.6633)  0.36
H (7.5503, 2.4835, 6.4681)  0.36
H (5.5246, 2.4354, 7.8868)  0.36
H (3.7808, 0.7252, 7.4958)  0.35
C (9.8241, -9.8329, 6.6181)  -0.49
C (9.5114, -8.8732, 5.6633)  -0.20
C (10.0421, -8.9678, 4.3816)  -0.42
C (10.8781, -10.0284, 4.0532)  -0.36
C (11.1876, -10.9899, 5.0074)  -0.38
C (10.6643, -10.8902, 6.2908)  -0.32
H (9.4130, -9.7570, 7.6181)  0.35
H (8.8536, -8.0495, 5.9182)  0.37
H (9.8035, -8.2154, 3.6384)  0.39
H (11.2883, -10.1052, 3.0530)  0.36
H (11.8384, -11.8178, 4.7505)  0.35
H (10.9104, -11.6374, 7.0361)  0.35

The highest occupied orbital energy comes out at -10.2021 eV. As for the energy above the lowest of the compared OMol25 structures with the same formula, charge and spin: 40.20 kcal per mole. Its total charge is +1.

***

2.
Below is a molecular structure, C9H19BBr2F4Mg2NO7PS in a non-equilibrium geometry, with properties calculated with ωB97M-V/def2-TZVPD.

Last column: Mulliken charge in e.
Atoms and positions in Å:
O (-4.3940, -0.1938, -2.2918)  -0.44
C (-3.2627, 0.3423, -2.1680)  0.32
N (-2.3419, 0.2282, -3.3212)  -0.24
P (-1.4446, 1.7161, -3.6580)  0.35
O (0.0040, 1.8278, -2.7562)  -0.46
Br (-0.7811, 1.4041, -5.8489)  0.09
O (-3.0025, 1.0408, -0.9578)  -0.05
S (-2.3832, -0.0040, 0.2620)  -0.06
H (-1.7377, -0.6162, -3.2785)  0.44
H (0.2713, 0.9107, -2.4796)  0.35
H (-2.5632, 0.6470, 1.4940)  0.20
C (-1.2885, -4.7732, 0.9867)  -1.09
C (-1.1953, -3.3527, 0.3878)  -0.01
O (-1.3082, -2.4941, 1.3963)  -0.55
H (-2.2461, -4.9444, 1.4874)  0.33
H (-1.1984, -5.5192, 0.1894)  0.35
H (-0.4852, -4.9623, 1.7046)  0.20
H (-1.9592, -3.3239, -0.4128)  0.25
H (-0.2600, -3.3478, -0.1995)  0.22
Mg (-2.6396, -1.5509, -4.9011)  0.48
Br (-1.1456, 3.5043, -7.2267)  0.04
Mg (-1.0863, 2.1884, 0.6925)  0.40
O (1.8245, 1.8764, 2.0170)  -0.59
C (2.6052, 2.3629, 2.7987)  0.46
O (2.3766, 2.4671, 4.1329)  -0.35
C (3.4529, 3.1886, 4.7450)  -0.41
C (4.6181, 3.0445, 3.7948)  -0.51
C (3.9326, 2.9766, 2.4469)  -0.32
H (3.1461, 4.2309, 4.8722)  0.26
H (3.6700, 2.7623, 5.7257)  0.31
H (5.3443, 3.8546, 3.8779)  0.32
H (5.1405, 2.1024, 3.9886)  0.27
H (3.7650, 3.9702, 2.0242)  0.26
H (4.4828, 2.3479, 1.7470)  0.29
C (1.9273, -4.0341, 4.6935)  -1.08
C (1.7429, -3.0867, 3.4848)  0.10
O (1.9238, -3.8053, 2.3903)  -0.48
H (2.9318, -4.4658, 4.7211)  0.30
H (1.7837, -3.4764, 5.6254)  0.33
H (1.2003, -4.8515, 4.6856)  0.30
H (2.4262, -2.2394, 3.6711)  0.23
H (0.7533, -2.6121, 3.6395)  0.18
B (-4.5221, 2.9327, -8.8388)  0.65
F (-3.7662, 2.8962, -10.0556)  -0.40
F (-5.9204, 2.9256, -9.1417)  -0.38
F (-4.1968, 1.7809, -8.0376)  -0.40
F (-4.1945, 4.1242, -8.1090)  -0.41

The highest occupied orbital energy comes out at -7.1749 eV.

***

3.
Below is 2 unconnected molecules or ions with the total composition C3H9N2O2 in a non-equilibrium geometry, with properties calculated with ωB97M-V/def2-TZVPD.

Last column: Mulliken charge in e.
Atoms and positions in Å:
O (1.8014, 1.0531, -0.0958)  -0.64
C (2.3242, 0.1655, 0.6721)  -0.09
O (1.9685, -1.0480, 0.7842)  -0.73
H (3.1952, 0.4840, 1.2878)  0.43
N (-0.8378, -1.4340, 1.0464)  -0.76
C (-1.1125, -0.0694, 0.5502)  -0.42
C (-0.7226, -0.0761, -0.9136)  -0.27
N (-0.8649, 1.2511, -1.6398)  -0.72
H (-1.1437, -1.5472, 2.0110)  0.20
H (0.1771, -1.5511, 1.1115)  0.40
H (-0.5293, 0.6928, 1.0999)  0.17
H (-2.1881, 0.2355, 0.5991)  0.42
H (0.3163, -0.4126, -0.9282)  0.17
H (-1.4371, -0.7568, -1.4710)  0.34
H (-0.1162, 1.8676, -1.4551)  0.30
H (-0.8308, 1.1456, -2.6588)  0.19

The highest occupied orbital energy comes out at -4.5314 eV. As for the energy above the lowest of the compared OMol25 structures with the same formula, charge and spin: 22.11 kcal per mole. Its total charge is -1.

***

4.
Below is C3H3FIN2P in the gas phase in a non-equilibrium geometry, with properties calculated with ωB97M-V/def2-TZVPD.

Last column: Mulliken charge in e.
Atoms and positions in Å:
C (-0.4272, -0.6698, -0.6721)  -0.32
C (1.0000, -0.5584, -0.7059)  0.24
C (0.2380, -0.9003, 1.3707)  -0.08
N (-0.8020, -0.8717, 0.5464)  -0.54
N (1.3324, -0.6086, 0.7194)  0.16
F (1.6902, -1.7142, -1.5593)  -0.36
P (2.8298, -0.9847, 1.3302)  -0.08
I (4.0977, 0.9226, 0.3399)  -0.08
H (-1.1033, -0.3779, -1.4668)  0.37
H (1.2496, 0.4021, -1.0840)  0.34
H (0.2258, -1.2050, 2.4599)  0.35

The highest occupied orbital energy (spin up / spin down) comes out at -8.4368 / -8.0084 eV. As for the energy above the lowest of the compared OMol25 structures with the same formula, charge and spin: 24.40 kcal per mole.

***

5.
Below is C4H3NO2 in the gas phase in a non-equilibrium geometry, with properties calculated with ωB97M-V/def2-TZVPD.

Last column: Mulliken charge in e.
Atoms and positions in Å:
C (-1.2266, -0.0017, 0.1568)  -0.26
C (-0.7514, -1.3980, 0.0021)  0.21
C (0.6892, 1.2148, -0.0327)  -0.33
C (1.7430, 0.3744, -0.0311)  0.73
N (-0.6241, 1.1038, -0.0252)  -0.44
O (2.7909, -0.1077, -0.0106)  -0.31
O (0.3871, -1.8441, -0.0546)  -0.53
H (-2.2500, 0.2303, 0.1856)  0.36
H (-1.7020, -1.9240, -0.1357)  0.28
H (0.9441, 2.3521, -0.0546)  0.28

The highest occupied orbital energy comes out at -9.0183 eV. As for the energy above the lowest of the compared OMol25 structures with the same formula, charge and spin: 71.37 kcal per mole. Its SMILES is O=C=C/N=C\C=O.

***

6.
Below is a gas-phase ion, C7H12N3O (charge +1) in a non-equilibrium geometry, with properties calculated with ωB97M-V/def2-TZVPD.

Last column: Mulliken charge in e.
Atoms and positions in Å:
C (1.1784, -1.9732, -0.7642)  0.43
C (-1.1522, -1.5689, 0.4377)  0.44
C (-0.8970, 2.6735, 1.1963)  -0.80
C (0.4178, 1.8832, 1.4810)  -0.70
C (-0.1486, 2.0153, 0.1610)  0.00
C (-0.6234, 0.7425, -0.5509)  0.23
C (-0.6172, 0.5841, -1.9042)  -1.29
N (0.1708, -2.2698, -0.0214)  -0.20
N (-1.3355, -0.2746, 0.2624)  -0.03
N (2.2668, -2.6901, -0.7626)  -0.32
O (-1.8066, -2.2392, 1.1498)  -0.52
H (-1.7962, 2.3082, 1.5467)  0.26
H (-0.8184, 3.7252, 1.2798)  0.27
H (1.1647, 2.4918, 1.7815)  0.37
H (0.2615, 1.0003, 2.1284)  0.23
H (0.3724, 2.8301, -0.3549)  0.45
H (1.0962, -1.0198, -1.4467)  0.25
H (-0.2122, 1.3385, -2.5577)  0.33
H (-0.8466, -0.2613, -2.4134)  0.56
H (0.2194, -3.2134, 0.5165)  0.29
H (-2.2003, 0.0346, 0.5197)  0.24
H (2.8925, -2.6040, -1.5353)  0.27
H (2.4139, -3.5129, -0.1494)  0.25

The highest occupied orbital energy comes out at -13.3607 eV. As for the energy above the lowest of the compared OMol25 structures with the same formula, charge and spin: 60.24 kcal per mole. Its SMILES is C=C(NC(=O)NC=[NH2+])C1CC1. Its total charge is +1.

***

Which formula does entry 1 have?
C45H53F4N2O2